Entry 1:
Here is a molecular structure, C40H36N4OP3S3W at a distorted geometry from OMol25. Energies are from wB97M-V/def2-TZVPD.

Summary:
LUMO level (spin up / spin down) (eV): -7.6173 / -7.2181
HOMO level (spin up / spin down) (eV): -13.3 / -13.3
HOMO-LUMO gap (spin up / spin down) (eV): 5.696 / 6.099
Charge: +2
Multiplicity: 2

The geometry in XYZ format:
```
88
C40H36N4OP3S3W, DFT wB97M-V/def2-TZVPD
W -0.57700 0.22646 -0.64078
N 1.96967 -0.41078 1.08565
P 1.84410 -0.64422 -0.58873
C 2.00384 -2.44662 -0.80321
C 3.23876 -3.04395 -1.04212
C 3.33030 -4.42667 -1.10905
C 2.19798 -5.21170 -0.95086
C 0.96493 -4.61734 -0.71426
C 0.86469 -3.23809 -0.64114
C 3.35340 0.03417 -1.30907
C 4.49095 0.22250 -0.52755
C 5.67694 0.60822 -1.13085
C 5.73082 0.80847 -2.50314
C 4.59005 0.65169 -3.27778
C 3.39891 0.27303 -2.68256
P 0.46465 0.14846 1.66501
C 0.86602 1.59232 2.68055
C 1.40244 1.39719 3.95286
C 1.78383 2.49159 4.71193
C 1.64041 3.77422 4.20446
C 1.10435 3.97067 2.93950
C 0.71119 2.88315 2.17897
C -0.11407 -1.11560 2.82524
C 0.29120 -2.44063 2.67572
C -0.18988 -3.41484 3.53515
C -1.08218 -3.07784 4.54366
C -1.48800 -1.75838 4.69623
C -1.00993 -0.77840 3.84176
H 2.72758 -0.76687 1.65537
H 4.12111 -2.43467 -1.18847
H 4.29055 -4.89111 -1.28669
H 2.27487 -6.28825 -1.01988
H 0.08198 -5.23039 -0.58860
H -0.09663 -2.77417 -0.44871
H 4.45773 0.07987 0.54394
H 6.56072 0.75489 -0.52544
H 6.66252 1.09779 -2.96892
H 4.63054 0.82663 -4.34402
H 2.50264 0.17119 -3.28311
H 1.52501 0.39297 4.33859
H 2.18256 2.34190 5.70586
H 1.94409 4.62793 4.79460
H 0.98566 4.97240 2.54982
H 0.27606 3.03290 1.20261
H 0.99379 -2.71337 1.90057
H 0.13618 -4.43936 3.41569
H -1.44789 -3.84178 5.21634
H -2.17336 -1.49080 5.48943
H -1.31745 0.25163 3.97586
O -1.75012 -1.43558 0.24129
N -2.80767 -1.28447 1.04735
C -3.51530 -2.39644 1.33057
C -4.58667 -2.35078 2.17860
C -4.94537 -1.12942 2.75089
C -4.20787 -0.00717 2.45428
C -3.10882 -0.08681 1.59519
S -2.13489 1.29819 1.28666
H -3.18152 -3.29693 0.83801
H -5.13369 -3.25666 2.38970
H -5.79051 -1.06104 3.42087
H -4.44455 0.95887 2.87641
S 0.23241 2.30399 -1.29779
C -1.20856 3.28259 -1.53819
C -1.08663 4.66986 -1.54449
C -2.19626 5.46650 -1.76667
C -2.06713 6.88940 -1.73614
N -1.96513 8.03172 -1.69574
C -3.44753 4.86686 -2.01731
C -3.56574 3.48665 -2.01001
C -2.45723 2.68093 -1.75406
S -2.66525 0.94971 -1.78011
C -4.60729 5.65628 -2.29071
N -5.55712 6.25625 -2.52411
H -0.12301 5.13003 -1.37009
H -4.52521 3.02450 -2.19749
C -2.09446 -1.74855 -3.47511
P -0.57335 -0.87054 -2.99329
C 0.66944 -2.07546 -3.59824
C -0.39754 0.47393 -4.21952
H -1.96541 -2.11910 -4.49219
H -2.96033 -1.09395 -3.43775
H -2.25274 -2.59435 -2.80494
H 0.68214 -2.02995 -4.68762
H 0.37708 -3.07869 -3.29182
H 1.67294 -1.88583 -3.22797
H -0.43428 0.04927 -5.22333
H 0.55024 0.99322 -4.07721
H -1.20371 1.19652 -4.10833
```

***

Entry 2:
Here is a molecular structure, C40H37BN10O2SY at a distorted geometry from OMol25. Energies are from wB97M-V/def2-TZVPD.

Summary:
LUMO level (eV): -2.6253
HOMO level (eV): -10.6
HOMO-LUMO gap (eV): 8.001
Charge: +1

The geometry in XYZ format:
```
92
C40H37BN10O2SY, DFT wB97M-V/def2-TZVPD
Y 0.16314 0.11818 0.30091
C 0.47295 4.56594 2.66599
C 0.25602 3.96694 1.32783
C -0.56111 4.33929 0.28487
C -0.31569 3.43455 -0.81399
N 0.45574 2.42713 -0.34467
N 0.88850 2.78871 0.96569
B 2.06516 2.09789 1.74389
N 2.93030 0.98862 0.92094
N 2.41795 0.24319 -0.19797
C 3.31252 -0.74965 -0.48005
C 4.38129 -0.66380 0.47841
C 4.10934 0.44314 1.30184
C 5.05243 0.97908 2.32727
C 3.23025 -1.65293 -1.60775
C 4.41484 -2.47915 -1.79660
C 4.55972 -3.19343 -2.96961
C 3.58955 -3.11585 -3.98251
C 2.40950 -2.40336 -3.80225
C 2.24937 -1.67695 -2.61744
N 1.32284 1.30805 3.00321
N 0.24514 0.40550 2.72411
C -0.01175 -0.27606 3.90024
C 1.00229 0.04810 4.84978
C 1.77629 1.09216 4.27666
C 2.74299 2.03932 4.94077
C -1.15119 -1.15813 4.03530
C -2.22629 -1.11222 3.10114
C -3.27122 -2.04315 3.16900
C -3.32281 -3.02070 4.21135
C -2.26663 -3.01312 5.19553
C -1.22741 -2.09742 5.12306
C -0.94978 3.50827 -2.14521
C -0.78813 2.44551 -3.08081
C -1.61485 2.48447 -4.22709
C -2.51952 3.49656 -4.44559
C -2.54243 4.59910 -3.55556
C -1.78668 4.59741 -2.39747
H -0.34506 5.24991 2.93756
H 0.59003 3.84886 3.46170
H 1.38667 5.19665 2.63849
H -1.35525 5.08454 0.29050
H 2.87402 2.89487 2.25654
H 5.27663 -1.32957 0.53237
H 6.07652 0.77284 2.00380
H 4.86641 2.06323 2.43748
H 4.87327 0.46087 3.31828
H 5.13473 -2.69507 -0.97100
H 5.40740 -3.87109 -3.12595
H 3.76828 -3.64414 -4.93020
H 1.61134 -2.51129 -4.59239
H 1.31578 -1.10593 -2.53575
H 1.19679 -0.46172 5.82651
H 3.81676 1.87302 4.65037
H 2.52079 3.05769 4.76192
H 2.75857 1.84872 6.03209
H -2.22261 -0.38387 2.25386
H -4.03766 -1.94295 2.40034
H -4.11410 -3.75130 4.24736
H -2.37310 -3.61814 6.04404
H -0.48379 -2.04818 5.89058
H -0.10050 1.58413 -2.95968
H -1.59499 1.61100 -4.88926
H -3.07806 3.47793 -5.38295
H -3.27551 5.35329 -3.71707
H -1.79401 5.48376 -1.76704
N -5.07622 -0.40619 -6.02870
C -4.40550 -0.58479 -4.82561
C -3.39786 -1.56531 -4.67527
C -2.72219 -1.69677 -3.45222
C -3.07038 -0.82993 -2.36543
C -4.06160 0.12181 -2.52311
C -4.63208 0.31911 -3.78306
S -2.42994 -0.95774 -0.81545
O -2.07367 0.41566 -0.22835
O -3.37198 -1.66565 -0.02110
N -0.97847 -1.61058 -1.06283
C -0.51181 -2.57654 -0.21128
N -0.62683 -3.88328 -0.51726
C 0.08492 -4.70976 0.25432
C 0.90036 -4.31752 1.31587
C 0.89659 -2.97265 1.60009
N 0.25255 -2.08709 0.80668
H -4.92727 -1.04427 -6.83005
H -6.06667 -0.13657 -5.94604
H -3.20012 -2.27190 -5.49967
H -1.79969 -2.33294 -3.30824
H -4.32401 0.81379 -1.68306
H -5.38521 1.09301 -4.00310
H -0.05481 -5.74583 -0.00810
H 1.46119 -5.10751 1.84883
H 1.32875 -2.51986 2.46647
```

***

Entry 3:
Here is a molecular structure, C40H37BN12O2STeW from OMol25. Energies are from wB97M-V/def2-TZVPD.

Summary:
LUMO level (spin up / spin down) (eV): -10.4533 / -10.4660
HOMO level (spin up / spin down) (eV): -15.6 / -15.6
HOMO-LUMO gap (spin up / spin down) (eV): 5.149 / 5.136
Charge: +3
Multiplicity: 2

The geometry in XYZ format:
```
95
C40H37BN12O2STeW, DFT wB97M-V/def2-TZVPD
W 0.53209 -0.33533 -0.07871
C 3.93316 -2.16179 -0.89883
C 2.91658 -1.78788 -1.92103
C 3.08240 -2.00445 -3.28516
C 1.92738 -1.55306 -3.88670
N 1.10739 -1.09136 -2.93735
N 1.71659 -1.19083 -1.71323
B -0.31105 -0.51168 -3.05003
N -0.13136 0.98350 -2.62100
C -0.52383 2.11209 -3.20763
C 0.09369 3.17147 -2.56344
C 0.87180 2.61816 -1.56235
C 1.74370 3.45706 -0.68492
N 0.75808 1.25547 -1.60669
N -1.19205 -1.33108 -2.00767
C -2.43433 -1.77385 -2.18291
C -2.75240 -2.63221 -1.13621
C -1.64049 -2.65991 -0.31184
C -1.39871 -3.49260 0.89866
N -0.68065 -1.85306 -0.84801
N -0.96530 -0.69367 -4.37985
C -0.99582 -1.81077 -5.16368
C -2.01515 -1.67135 -6.06310
C -2.61163 -0.43011 -5.75294
C -3.77715 0.22518 -6.41286
N -1.99431 0.14066 -4.73104
H 4.70278 -2.75153 -1.39103
H 3.50850 -2.75553 -0.09355
H 4.43021 -1.28582 -0.47654
H 3.94023 -2.44693 -3.75971
H 1.63929 -1.51481 -4.92280
H -1.19811 2.06783 -4.04501
H 0.02413 4.21448 -2.81925
H 1.59508 4.49646 -0.96976
H 2.80081 3.23798 -0.83614
H 1.52021 3.36958 0.37744
H -2.99429 -1.48664 -3.05976
H -3.65297 -3.21133 -1.02523
H -1.82521 -4.48288 0.74566
H -1.86880 -3.07623 1.79008
H -0.33367 -3.61516 1.08918
H -0.31540 -2.63283 -5.01821
H -2.29173 -2.35700 -6.84485
H -3.90691 -0.14759 -7.42641
H -3.63653 1.30333 -6.46061
H -4.69881 0.02363 -5.86592
O -1.08924 0.71303 -0.07842
C -2.24748 0.93560 0.54977
C -3.25793 1.65137 -0.11147
C -4.53160 1.71731 0.46902
C -4.78321 1.12591 1.68894
C -3.77851 0.40823 2.35337
C -2.52128 0.29252 1.78248
C -1.48205 -0.48041 2.41460
N -0.32099 -0.75158 1.90549
N 0.51275 -1.43354 2.78697
C 1.58859 -1.80210 2.18734
O 1.73797 -1.54578 0.87020
C 2.68795 -2.43004 2.91647
C 4.00622 -2.28423 2.48631
C 5.03768 -2.83524 3.22682
C 4.75388 -3.54451 4.38742
C 3.44158 -3.68640 4.82202
C 2.40727 -3.12357 4.09781
H -3.04235 2.07277 -1.08536
H -5.32517 2.23439 -0.05327
H -5.77049 1.18357 2.12645
H -3.99946 -0.07554 3.29666
H -1.66818 -0.86371 3.41480
H 4.23064 -1.71709 1.59159
H 6.06181 -2.71856 2.90001
H 5.55998 -3.98724 4.95614
H 3.22856 -4.24033 5.72550
H 1.38535 -3.23480 4.43145
N 6.54177 1.20724 0.02390
C 5.54785 1.33461 0.58299
C 4.26468 1.43850 1.21421
C 4.09286 1.89536 2.51863
C 2.81424 1.91928 3.05065
C 1.75600 1.46686 2.28440
N 1.91783 1.04388 1.01745
C 3.15243 1.03423 0.49130
H 4.94682 2.21632 3.10097
H 2.63919 2.25917 4.06098
H 0.74973 1.44556 2.67546
H 3.25483 0.69074 -0.53212
Te -1.81179 3.61479 1.49241
C -3.33461 4.04204 2.64598
C -3.43591 3.80463 4.04152
C -4.59429 4.31145 4.59706
C -5.40055 4.92304 3.64040
S -4.75953 4.87377 2.09505
H -2.65400 3.30553 4.59575
H -4.85424 4.26394 5.64338
H -6.35309 5.40135 3.82145
```

***

Entry 4:
Here is a molecular structure, C40H37CsN8SSi from OMol25. Energies are from wB97M-V/def2-TZVPD.

Summary:
LUMO level (eV): 3.9018
HOMO level (eV): -1.5
HOMO-LUMO gap (eV): 5.370
Charge: -2

The geometry in XYZ format:
```
88
C40H37CsN8SSi, DFT wB97M-V/def2-TZVPD
Cs -0.95987 0.26045 0.74883
N -0.01369 2.86725 4.91269
C -0.20599 1.61575 4.35671
S -1.80084 1.03939 4.18990
N 0.95022 1.04138 4.03177
N 0.82099 -0.17194 3.46320
C 1.91549 -0.75475 3.12236
C 3.26868 -0.15229 3.30859
C 3.94821 0.32147 2.18811
C 5.20039 0.90535 2.31891
C 5.78903 1.01377 3.57188
C 5.11338 0.54819 4.69322
C 3.85692 -0.02484 4.56203
C 1.82777 -2.06564 2.43686
C 2.90700 -2.95809 2.47251
C 2.79521 -4.17596 1.83181
C 1.62076 -4.48542 1.16042
C 0.61013 -3.53598 1.16010
N 0.70593 -2.36096 1.77107
H -0.82187 3.46300 4.85095
H 0.87237 3.28221 4.66148
H 3.46945 0.26570 1.21438
H 5.70571 1.29133 1.44219
H 6.76567 1.47197 3.67702
H 5.56222 0.64702 5.67505
H 3.31062 -0.35925 5.43527
H 3.81117 -2.68406 2.99924
H 3.61973 -4.87951 1.85161
H 1.49770 -5.42252 0.63398
H -0.31890 -3.71209 0.62542
C -3.76426 -3.29211 3.03884
C -2.74034 -2.75803 2.23016
N -2.96790 -2.14231 1.09777
C -4.24709 -1.97849 0.67151
C -5.34403 -2.49659 1.40320
C -5.05296 -3.16767 2.61472
C -6.67074 -2.32299 0.94370
C -6.86754 -1.61956 -0.21755
C -5.80933 -1.08604 -0.95633
C -4.46490 -1.22182 -0.56046
N -3.41056 -0.63795 -1.15266
C -3.44045 -0.26397 -2.45247
C -4.09722 -0.96419 -3.47215
C -4.04674 -0.56753 -4.81328
C -3.35358 0.54389 -5.21358
C -2.64565 1.28544 -4.23750
C -1.88105 2.42748 -4.57299
C -1.17208 3.08373 -3.61328
C -1.23157 2.60040 -2.28947
N -1.95711 1.57074 -1.93442
C -2.66380 0.89330 -2.87659
H -3.51934 -3.77303 3.97728
H -1.70313 -2.81830 2.54560
H -5.87516 -3.55895 3.20572
H -7.49774 -2.72286 1.51870
H -7.88011 -1.45571 -0.57543
H -6.02662 -0.51124 -1.84592
H -4.64988 -1.85421 -3.20139
H -4.57223 -1.16369 -5.55346
H -3.31617 0.85250 -6.25190
H -1.84900 2.74961 -5.60907
H -0.54636 3.93575 -3.84619
H -0.64149 3.07644 -1.51117
C 3.73728 -0.37307 -2.55378
Si 1.88572 -0.01489 -2.31579
C 1.05776 -1.66050 -1.94274
C 1.24023 0.45776 -4.03599
N 1.58414 1.03935 -1.03578
C 1.96755 2.31996 -0.90988
C 1.74034 3.00858 0.32076
C 2.07970 4.33217 0.50827
C 2.67143 5.08153 -0.51106
C 2.91726 4.44238 -1.72198
C 2.58442 3.11347 -1.92390
H 3.91312 -1.07911 -3.37205
H 4.16656 -0.79459 -1.64024
H 4.28336 0.54835 -2.77631
H 1.25748 -2.39568 -2.72831
H -0.02876 -1.54866 -1.86446
H 1.42622 -2.06122 -0.99499
H 1.53753 -0.29684 -4.77222
H 1.61083 1.42778 -4.37716
H 0.14877 0.51107 -4.03537
H 1.30906 2.43751 1.13673
H 1.88413 4.79716 1.46985
H 2.93462 6.12182 -0.36262
H 3.38219 4.99671 -2.53326
H 2.79157 2.65597 -2.88523
```

***

Entry 5:
Here is a molecular structure, C40H37IrN4P2SSi at a distorted geometry from OMol25. Energies are from wB97M-V/def2-TZVPD.

Summary:
LUMO level (spin up / spin down) (eV): -10.4914 / -11.4962
HOMO level (spin up / spin down) (eV): -16.5 / -16.5
HOMO-LUMO gap (spin up / spin down) (eV): 6.016 / 4.988
Charge: +3
Multiplicity: 2

The geometry in XYZ format:
```
86
C40H37IrN4P2SSi, DFT wB97M-V/def2-TZVPD
Ir 0.15110 -0.19450 0.26480
C -0.86770 3.37820 -1.28290
Si 0.01590 2.25930 -0.01430
C 1.91440 2.77060 -0.09260
C 2.20720 4.12330 -0.05870
C 3.51680 4.56720 -0.20030
C 4.53800 3.64900 -0.37230
C 4.26400 2.29360 -0.38450
C 2.94680 1.84400 -0.26770
P 2.62380 0.04730 -0.27630
C 4.25030 -0.75580 -0.14210
C 4.73550 -1.02080 1.14300
C 5.97300 -1.61190 1.30510
C 6.72860 -1.95310 0.18860
C 6.25040 -1.68270 -1.08910
C 5.00860 -1.10270 -1.26560
C 2.03390 -0.40820 -1.94350
C 1.90770 -1.78410 -2.19330
C 1.49960 -2.23270 -3.43470
C 1.22010 -1.31150 -4.43900
C 1.36540 0.05080 -4.20050
C 1.74280 0.51240 -2.95260
C -0.76870 2.65780 1.75780
C -1.31830 3.92170 1.90660
C -1.93290 4.28170 3.09840
C -2.01070 3.37790 4.14350
C -1.46010 2.11580 4.00920
C -0.86000 1.74290 2.80530
P -0.15760 0.05260 2.71270
C -1.39320 -1.16040 3.23660
C -2.75640 -0.88730 3.29550
C -3.64600 -1.91130 3.57850
C -3.19070 -3.20780 3.76890
C -1.83240 -3.48770 3.68510
C -0.93640 -2.47070 3.41600
C 1.11170 0.11140 4.00610
C 0.93550 -0.49110 5.25000
C 1.92970 -0.37380 6.20540
C 3.08940 0.33580 5.92740
C 3.26100 0.94070 4.68790
C 2.27640 0.83050 3.72600
H -0.64180 4.42740 -1.12010
H -1.94550 3.26030 -1.22810
H -0.56920 3.14720 -2.30040
H 1.42290 4.84870 0.08940
H 3.72390 5.62650 -0.16930
H 5.55640 3.98970 -0.49130
H 5.06860 1.58010 -0.49460
H 4.13230 -0.76410 2.00450
H 6.34600 -1.82730 2.29390
H 7.68390 -2.43830 0.31240
H 6.85320 -1.92310 -1.95160
H 4.64270 -0.89070 -2.26060
H 2.20030 -2.48330 -1.41690
H 1.42150 -3.29280 -3.62960
H 0.90380 -1.65650 -5.41110
H 1.19060 0.75450 -4.99950
H 1.85750 1.57130 -2.77080
H -1.26420 4.64410 1.10930
H -2.33650 5.27870 3.19890
H -2.50150 3.65590 5.06630
H -1.49970 1.40830 4.82770
H -3.11640 0.11790 3.13370
H -4.69980 -1.69310 3.65550
H -3.89010 -3.99830 3.99300
H -1.47940 -4.49620 3.84020
H 0.12810 -2.67210 3.37040
H 0.03350 -1.03980 5.47680
H 1.79440 -0.83370 7.17150
H 3.85860 0.42330 6.67800
H 4.16030 1.49630 4.47490
H 2.39210 1.29550 2.75260
C -1.50310 -5.62140 0.09050
C -2.24100 -4.35200 0.05240
N -3.52420 -4.23070 -0.02690
N -3.80580 -2.92560 -0.06660
C -2.69250 -2.17960 -0.01890
S -2.52460 -0.51500 -0.08210
N -1.66780 -3.08540 0.06790
N -0.32260 -2.72760 0.14790
H -2.22680 -6.43330 0.08820
H -0.88450 -5.70550 0.98240
H -0.86410 -5.72280 -0.78700
H -4.76650 -2.62200 -0.16620
H 0.19440 -3.14900 -0.62770
H 0.07410 -3.07990 1.02400
```

***

Values for energy above the lowest of the compared OMol25 structures with the same formula, charge and spin, kJ/mol, ordered as above
60.51; 0.00; 38.56; 0.00; 203.10